Here is 8 unconnected molecules or ions with the total composition C23H46Br14N from the OMol25 dataset. Energies are from ωB97M-V/def2-TZVPD.

Charge = +1
ΔE to the lowest compared entry with this formula, charge and spin = 0.00 kJ/mol
Maximum force = 0.96 eV/Å
M = 1455.3 g mol⁻¹
Kohn-Sham gap = 7.75 eV
E = -1006677.33213 eV

Structure (XYZ):
```
84
C23H46Br14N | the OMol25 dataset | ωB97M-V/def2-TZVPD
Br -2.352 1.764 2.988
Br 7.141 -1.254 0.441
Br -5.342 3.490 -5.927
Br 3.148 -2.257 3.699
Br 1.282 -1.827 0.541
Br -4.474 -5.248 0.491
Br 11.853 -3.729 -0.309
Br 0.757 2.503 1.097
Br 2.327 2.406 5.837
Br -4.698 -1.649 1.076
Br 10.634 -1.103 1.930
Br -1.932 3.539 -4.535
Br 5.371 3.070 3.883
Br 7.081 -4.812 1.292
N -6.980 1.291 0.803
C 3.745 1.187 5.298
C -7.551 1.520 -1.491
C 3.426 -3.094 1.965
C -6.061 2.028 0.301
C -7.997 0.847 -0.165
C -5.963 -4.223 1.192
C 11.879 -1.800 -0.549
C 6.870 -3.957 -0.441
C -3.253 1.164 -1.094
C 7.784 -2.772 -0.591
C -4.255 1.362 -2.240
C -0.879 0.588 2.481
C 0.458 1.269 2.571
C 12.164 -1.065 0.733
C 5.101 1.838 5.361
C -5.195 2.567 -2.077
C -2.305 0.012 -1.453
C -2.661 2.470 -5.988
C -3.633 3.252 -6.831
C -2.476 2.449 -0.750
C 3.183 -2.135 0.832
C -6.349 2.404 -1.091
C -6.087 -2.892 0.497
H 2.771 -3.959 1.928
H -5.236 2.368 0.917
H -3.693 1.538 -3.160
H -8.324 2.109 -1.971
H -1.094 0.238 1.478
H -1.805 2.158 -6.582
H -1.748 0.255 -2.357
H -3.755 0.826 -0.174
H -3.126 1.599 -5.536
H 5.245 2.405 6.274
H 7.096 -4.723 -1.179
H -1.612 -0.183 -0.635
H -0.925 -0.248 3.176
H -7.185 0.719 -2.130
H -4.838 0.445 -2.377
H -2.699 2.718 0.282
H -3.268 4.245 -7.069
H 3.503 0.848 4.296
H 3.636 -1.165 1.004
H -1.405 2.275 -0.804
H -6.853 -4.822 1.018
H 12.654 -1.599 -1.285
H 10.911 -1.530 -0.960
H 3.555 -2.548 -0.102
H -7.886 -0.233 -0.266
H 12.999 -1.486 1.282
H -9.020 0.995 0.172
H 0.577 1.843 3.483
H 8.792 -2.984 -0.243
H -2.880 -0.902 -1.623
H -7.001 1.013 1.774
H -5.799 -4.114 2.259
H -5.639 2.795 -3.048
H -3.859 2.714 -7.748
H -6.736 3.431 -0.956
H 4.463 -3.421 1.967
H -5.989 -2.985 -0.580
H 3.690 0.349 5.989
H 1.248 0.525 2.498
H 12.357 -0.016 0.522
H -7.039 -2.427 0.745
H -2.734 3.303 -1.372
H 5.881 1.086 5.268
H -4.627 3.455 -1.802
H 7.812 -2.439 -1.626
H 5.826 -3.670 -0.526
```

These are the Löwdin partial charges, in e, on atoms 1 to 8: 0.6210, 0.5976, 0.6280, 0.6371, 0.6503, 0.6389, 0.6171, 0.6519